{
  "formula": "C4H8NO",
  "method": "the ωB97M-V functional and the def2-TZVPD basis",
  "relative_energy_kcal_mol": 96.5,
  "homo_lumo_gap_ev": 10.196,
  "charge": 1,
  "homo_ev": -15.58,
  "lumo_energy_ev": -5.3797,
  "symbols": ["C", "C", "C", "C", "N", "O", "H", "H", "H", "H", "H", "H", "H", "H"],
  "positions_angstrom": [[0.041, -1.022, 0.367], [-0.975, 0.068, 0.444], [-2.235, 0.256, -0.419], [2.357, 0.049, -0.138], [0.940, -0.007, -0.053], [0.104, 1.015, 0.158], [0.309, -2.091, 0.542], [-1.072, 0.086, 1.580], [-2.627, 1.333, -0.399], [-3.120, -0.305, -0.006], [-1.849, 0.239, -1.517], [2.810, -0.738, -0.922], [2.766, 0.028, 0.835], [2.552, 1.090, -0.472]],
  "atomic_forces_ev_per_a": [[3.7, 3.0, -3.0], [-0.7, 0.0, 2.2], [0.4, 1.8, -0.8], [1.4, 0.8, -2.9], [-3.3, -6.5, 2.6], [-0.7, 1.3, -0.9], [-0.6, 1.0, -0.3], [-0.6, 0.5, -1.0], [1.0, -1.2, 0.6], [1.2, -0.1, -1.1], [-1.3, -1.0, 1.7], [-1.3, 1.8, 2.0], [0.6, -0.6, 1.1], [0.2, -0.7, -0.3]],
  "lowdin_charge": [0.20, -0.27, 0.00, 0.03, -0.12, 0.05, 0.17, 0.20, 0.11, 0.11, 0.13, 0.18, 0.09, 0.12]
}

---

{
  "formula": "C33H46NP3Ti",
  "method": "the ωB97M-V functional and the def2-TZVPD basis",
  "relative_energy_kcal_mol": 102.7,
  "homo_lumo_gap_ev": [3.550, 3.257],
  "charge": 2,
  "homo_ev": [-10.17, -10.08],
  "lumo_energy_ev": [-6.6206, -6.8187],
  "symbols": ["P", "P", "C", "C", "H", "H", "H", "H", "C", "H", "H", "H", "C", "H", "H", "H", "C", "H", "H", "H", "C", "H", "H", "H", "Ti", "C", "C", "C", "C", "C", "C", "C", "C", "C", "H", "H", "H", "H", "H", "H", "H", "H", "H", "H", "H", "H", "H", "H", "H", "N", "P", "C", "C", "C", "C", "C", "C", "C", "C", "C", "C", "C", "C", "C", "C", "C", "C", "C", "C", "H", "H", "H", "H", "H", "H", "H", "H", "H", "H", "H", "H", "H", "H", "H"],
  "positions_angstrom": [[0.291, -3.987, -2.760], [-2.958, -3.580, -0.975], [-1.072, -5.164, -2.348], [-2.516, -4.628, -2.379], [-0.827, -5.582, -1.360], [-0.961, -5.957, -3.098], [-2.742, -4.077, -3.307], [-3.218, -5.474, -2.314], [-3.249, -4.643, 0.453], [-3.464, -4.045, 1.352], [-2.388, -5.298, 0.656], [-4.138, -5.262, 0.239], [-4.512, -2.753, -1.341], [-5.340, -3.416, -1.042], [-4.592, -2.524, -2.414], [-4.576, -1.815, -0.767], [1.804, -4.904, -2.496], [2.680, -4.254, -2.648], [1.822, -5.722, -3.236], [1.820, -5.330, -1.481], [0.084, -3.585, -4.490], [-0.873, -3.074, -4.667], [0.090, -4.535, -5.049], [0.919, -2.960, -4.839], [2.757, 0.839, -0.890], [-2.106, -0.091, -0.162], [-1.790, -0.544, 1.062], [-1.357, -1.934, 1.400], [0.055, -2.341, 0.883], [0.015, -3.297, -0.235], [-0.016, -2.716, -1.594], [-1.249, -1.810, -1.802], [-1.181, -0.334, -1.350], [2.119, 1.487, -2.713], [-2.902, 0.675, -0.349], [-1.946, 0.095, 1.965], [-2.087, -2.640, 0.942], [-1.428, -2.151, 2.477], [0.703, -1.458, 0.667], [0.562, -2.878, 1.695], [0.600, -4.201, -0.086], [0.905, -2.100, -1.786], [-2.018, -2.207, -1.045], [-1.618, -1.908, -2.834], [-0.127, -0.049, -1.164], [-1.526, 0.289, -2.195], [1.645, 2.471, -2.712], [1.478, 0.700, -3.151], [3.075, 1.509, -3.266], [1.453, 1.217, 0.185], [1.347, 2.542, 1.198], [0.111, 3.746, 0.690], [-0.449, 3.693, -0.594], [-1.336, 4.691, -1.000], [-1.690, 5.725, -0.124], [-1.145, 5.768, 1.164], [-0.241, 4.786, 1.571], [0.944, 2.170, 2.904], [1.962, 1.905, 3.837], [1.648, 1.798, 5.193], [0.321, 1.903, 5.621], [-0.704, 2.048, 4.682], [-0.402, 2.163, 3.324], [2.903, 3.430, 1.221], [3.851, 3.249, 0.213], [5.022, 4.030, 0.261], [5.200, 5.003, 1.244], [4.230, 5.187, 2.237], [3.089, 4.393, 2.244], [-0.187, 2.862, -1.254], [-1.755, 4.658, -2.003], [-2.386, 6.497, -0.448], [-1.422, 6.559, 1.859], [0.171, 4.820, 2.580], [2.996, 1.816, 3.498], [2.448, 1.650, 5.921], [0.085, 1.871, 6.685], [-1.745, 2.092, 5.003], [-1.199, 2.279, 2.586], [3.643, 2.636, -0.739], [5.798, 3.891, -0.492], [6.094, 5.630, 1.245], [4.361, 5.944, 3.010], [2.337, 4.509, 3.034]],
  "atomic_forces_ev_per_a": [[-2.2, -2.0, 0.0], [0.1, -1.6, 2.1], [0.5, -0.3, -0.5], [-0.2, -0.2, -0.4], [-0.1, 0.1, -0.3], [-0.2, -0.2, 0.2], [0.1, -0.3, 0.3], [0.2, 0.1, -0.3], [-1.1, -1.1, -0.1], [0.1, -0.2, -0.4], [-0.3, 0.4, -0.1], [0.2, -0.1, 0.4], [-0.5, 0.0, -0.2], [0.1, 0.3, -0.2], [0.0, 0.0, 0.4], [0.0, -0.3, -0.2], [0.3, 0.0, -0.1], [-0.3, -0.3, 0.1], [0.1, 0.3, 0.3], [0.0, 0.2, -0.4], [0.3, 0.2, -0.3], [0.4, -0.1, 0.1], [0.0, 0.3, 0.1], [-0.3, -0.1, 0.0], [-0.3, -1.5, -0.6], [0.7, 1.5, -0.2], [-1.2, 0.8, 1.2], [0.8, -0.3, -0.2], [0.0, -1.0, 1.0], [0.5, 0.3, -0.7], [-0.2, 1.0, 0.7], [1.2, 1.5, -1.1], [-0.5, -0.8, -1.4], [0.2, -0.3, 0.0], [1.3, -0.1, 0.7], [-1.0, -0.7, -0.8], [0.7, 0.7, 0.4], [0.2, 0.5, -0.3], [-0.3, 0.0, -0.3], [-0.1, 0.2, 0.0], [-0.1, -0.1, 0.0], [0.3, 1.0, 0.6], [1.1, 0.3, -1.2], [-0.1, 0.2, 0.2], [-0.6, 0.0, 0.3], [0.2, -0.1, 0.4], [0.0, -0.2, -0.2], [0.1, 0.4, 0.0], [-0.2, 0.1, -0.2], [-0.6, 2.2, 2.1], [-0.5, -1.8, -1.4], [-0.3, 0.2, -0.2], [0.0, 0.1, 0.2], [0.0, 0.0, 0.2], [0.2, -0.3, 0.0], [0.1, -0.2, -0.1], [-0.2, 0.0, -0.4], [-0.1, -0.5, 0.6], [-0.3, 0.2, 0.0], [0.0, -0.1, 0.0], [0.1, 0.0, -0.3], [0.1, -0.1, -0.2], [0.3, 0.1, 0.1], [-0.1, 0.3, 0.5], [0.6, 0.6, -0.3], [0.0, -0.2, -0.2], [-0.2, -0.2, 0.1], [-0.1, -0.1, -0.1], [0.3, -0.3, -0.5], [-0.1, 0.3, 0.2], [0.0, 0.0, 0.2], [0.2, -0.2, 0.1], [0.1, -0.2, -0.2], [-0.1, 0.0, -0.3], [-0.2, 0.1, 0.2], [-0.3, 0.0, -0.2], [0.1, 0.0, -0.3], [0.3, 0.0, 0.0], [0.2, 0.1, 0.3], [0.4, 1.3, 1.4], [-0.3, 0.1, 0.1], [-0.3, -0.3, -0.1], [0.0, -0.2, -0.2], [0.4, -0.1, -0.4]],
  "lowdin_charge": [0.91, 0.89, -0.29, -0.32, 0.09, 0.10, 0.09, 0.11, -0.23, 0.06, 0.06, 0.06, -0.19, 0.07, 0.07, 0.06, -0.15, 0.08, 0.08, 0.07, -0.15, 0.06, 0.08, 0.08, 0.81, -0.11, -0.10, -0.17, -0.17, -0.12, -0.46, -0.24, -0.17, -0.27, 0.12, 0.10, 0.03, 0.12, 0.09, 0.12, 0.09, 0.10, -0.04, 0.11, 0.05, 0.12, 0.00, -0.02, -0.01, -0.35, 0.89, -0.29, -0.07, -0.06, -0.05, -0.05, -0.08, -0.31, -0.08, -0.06, -0.05, -0.06, -0.09, -0.30, -0.11, -0.06, -0.04, -0.04, -0.06, 0.08, 0.11, 0.12, 0.12, 0.10, 0.12, 0.12, 0.12, 0.12, 0.11, 0.05, 0.12, 0.12, 0.12, 0.11]
}

---

{
  "formula": "C18H34F2O12S2Tl",
  "method": "the ωB97M-V functional and the def2-TZVPD basis",
  "homo_lumo_gap_ev": 4.060,
  "charge": 1,
  "homo_ev": -12.86,
  "lumo_energy_ev": -8.8000,
  "symbols": ["Tl", "F", "F", "O", "C", "O", "C", "C", "C", "H", "H", "H", "H", "H", "H", "O", "C", "O", "C", "C", "C", "H", "H", "H", "H", "H", "H", "O", "C", "O", "C", "C", "C", "H", "H", "H", "H", "H", "H", "O", "S", "O", "O", "C", "C", "C", "H", "H", "H", "H", "H", "H", "H", "H", "O", "S", "O", "O", "C", "C", "C", "H", "H", "H", "H", "H", "H", "H", "H"],
  "positions_angstrom": [[-32.448, -7.587, 2.760], [-34.548, -9.480, 3.211], [-30.349, -6.836, 1.019], [-33.708, -6.370, 5.114], [-34.357, -6.639, 6.106], [-34.288, -5.896, 7.256], [-35.226, -6.392, 8.204], [-35.300, -7.859, 7.908], [-35.275, -7.806, 6.358], [-36.215, -5.954, 8.041], [-34.949, -6.128, 9.222], [-36.189, -8.376, 8.263], [-34.373, -8.278, 8.301], [-36.247, -7.537, 5.937], [-34.922, -8.717, 5.879], [-29.936, -8.729, 3.456], [-29.037, -9.407, 3.010], [-28.840, -10.668, 3.400], [-27.673, -11.264, 2.775], [-26.938, -10.058, 2.126], [-27.994, -8.954, 1.989], [-28.020, -12.010, 2.058], [-27.136, -11.828, 3.534], [-26.466, -10.360, 1.196], [-26.245, -9.759, 2.913], [-28.337, -8.950, 0.957], [-27.534, -8.036, 2.347], [-31.905, -10.394, 2.507], [-32.128, -11.548, 2.265], [-31.247, -12.542, 2.646], [-31.756, -13.848, 2.367], [-33.170, -13.681, 1.916], [-33.285, -12.200, 1.507], [-31.609, -14.375, 3.309], [-31.148, -14.334, 1.602], [-33.887, -13.797, 2.730], [-33.507, -14.286, 1.078], [-34.215, -11.646, 1.650], [-33.261, -12.071, 0.421], [-30.572, -6.531, 4.786], [-29.474, -5.878, 5.497], [-28.572, -4.961, 4.826], [-29.950, -5.235, 6.882], [-31.268, -4.708, 6.981], [-31.313, -3.681, 8.085], [-28.425, -7.243, 6.201], [-32.024, -5.433, 7.299], [-31.697, -4.444, 6.012], [-32.375, -3.442, 8.202], [-30.886, -2.706, 7.847], [-31.020, -3.991, 9.086], [-29.045, -8.044, 6.591], [-27.815, -6.744, 6.950], [-27.829, -7.568, 5.351], [-31.862, -2.275, 3.275], [-31.618, -3.498, 2.547], [-31.827, -4.767, 3.190], [-32.403, -3.527, 1.100], [-32.634, -2.288, 0.410], [-34.053, -1.902, 0.884], [-29.845, -3.467, 2.097], [-32.595, -2.229, -0.675], [-31.979, -1.537, 0.857], [-34.488, -1.099, 0.288], [-34.077, -1.646, 1.942], [-34.657, -2.803, 0.776], [-29.352, -3.171, 3.020], [-29.615, -2.840, 1.241], [-29.698, -4.524, 1.872]],
  "atomic_forces_ev_per_a": [[1.4, -0.7, 0.3], [1.5, 1.7, -0.3], [-1.9, -0.6, 1.4], [0.1, 0.1, 0.2], [0.2, -0.3, 0.6], [0.4, 0.3, -1.5], [-1.4, 0.0, 0.7], [0.1, -0.2, -0.9], [0.4, -0.2, 0.5], [0.1, 0.3, -0.2], [0.5, 0.0, -0.2], [0.2, 0.1, 0.3], [-0.2, -0.6, -0.1], [-0.1, -0.1, 0.1], [0.0, 0.1, -0.2], [-0.3, 0.0, 0.0], [-0.2, 0.0, -0.7], [0.0, 0.2, 0.1], [-0.5, 0.4, -0.7], [-0.1, -1.0, 1.1], [0.8, -1.3, 0.7], [-0.2, 0.2, -0.1], [0.2, 0.4, 0.1], [0.3, 0.2, 0.1], [0.6, 0.1, -0.5], [-0.5, 0.6, 0.2], [-0.5, 0.4, -0.5], [0.4, 0.5, 0.1], [0.2, -1.6, -0.8], [-0.7, 1.9, -0.3], [0.7, -0.5, 0.1], [-2.1, 1.0, -0.1], [0.1, 0.5, -0.2], [-0.3, -0.3, -0.2], [0.2, 0.2, 0.0], [0.2, -0.4, 0.1], [0.3, -0.4, 0.2], [-0.1, -0.3, 1.0], [1.1, 0.0, -0.1], [0.5, 1.1, 0.8], [1.3, -1.9, 0.2], [-1.4, -0.7, 0.4], [0.4, -0.7, -1.0], [-1.6, 0.0, 0.8], [-1.0, 1.3, -0.4], [-0.7, 1.5, -0.7], [0.8, -0.8, 0.0], [0.6, 0.8, 0.0], [-0.1, 0.0, 0.0], [0.5, -0.2, 0.0], [0.5, -0.4, -0.3], [-0.1, 0.2, 0.0], [0.1, -0.2, 0.0], [0.0, -0.1, 0.1], [-0.7, -1.0, -0.5], [1.9, 2.1, -1.6], [-1.1, -0.7, -0.4], [1.3, -1.4, 1.0], [-1.6, 2.2, 2.3], [0.0, -0.3, -0.6], [-1.4, -0.9, 0.1], [0.5, -1.2, 0.0], [0.4, 0.0, -0.5], [0.0, 0.0, 0.1], [0.2, 0.1, -0.1], [-0.2, 0.1, -0.2], [0.1, 0.0, -0.1], [-0.2, 0.2, 0.1], [0.5, 0.1, -0.1]],
  "lowdin_charge": [1.49, -0.41, -0.37, 0.05, -0.41, 0.02, -0.17, -0.13, -0.05, 0.14, 0.14, 0.13, 0.13, 0.14, 0.12, 0.00, -0.46, 0.04, -0.11, -0.13, -0.05, 0.12, 0.13, 0.12, 0.12, 0.13, 0.13, 0.04, -0.39, 0.02, -0.15, -0.14, -0.06, 0.13, 0.13, 0.12, 0.12, 0.12, 0.13, -0.37, 0.66, -0.27, -0.23, -0.27, -0.05, -0.07, 0.10, 0.11, 0.08, 0.08, 0.09, 0.07, 0.07, 0.06, -0.27, 0.65, -0.37, -0.27, -0.24, -0.07, -0.07, 0.13, 0.11, 0.08, 0.07, 0.08, 0.06, 0.08, 0.05]
}

---

{
  "formula": "C5H8BrN",
  "method": "the ωB97M-V functional and the def2-TZVPD basis",
  "relative_energy_kcal_mol": 61.4,
  "homo_lumo_gap_ev": 8.446,
  "smiles": "N/C=C/Br.C=C=C",
  "homo_ev": -7.53,
  "lumo_energy_ev": 0.9115,
  "symbols": ["N", "C", "C", "Br", "H", "H", "H", "H", "C", "C", "C", "H", "H", "H", "H"],
  "positions_angstrom": [[0.189, 2.289, -0.130], [-0.746, 1.517, 0.393], [-1.305, 0.447, -0.235], [-2.827, -0.405, 0.242], [0.553, 2.026, -1.017], [0.752, 3.056, 0.252], [-0.872, 1.662, 1.500], [-0.960, 0.290, -1.199], [1.433, -1.127, 1.032], [0.621, -1.418, 0.062], [0.040, -1.937, -0.989], [2.460, -0.711, 0.889], [1.111, -1.410, 2.056], [-0.687, -1.303, -1.568], [0.239, -2.975, -1.286]],
  "atomic_forces_ev_per_a": [[2.6, 1.9, -1.4], [-1.7, -2.1, 2.8], [1.1, 3.4, 1.2], [-1.2, -0.9, 0.7], [0.0, -0.2, -0.7], [-1.0, -1.0, 0.5], [-0.6, 0.1, -1.2], [0.1, -0.2, -1.7], [0.5, -0.2, 1.2], [0.9, -1.0, -1.0], [-0.8, 0.7, -0.5], [-1.1, -0.4, 0.0], [0.3, 0.6, -0.6], [0.9, -1.5, 0.5], [0.0, 0.6, 0.1]],
  "lowdin_charge": [0.06, -0.33, -0.78, 0.73, 0.09, 0.11, 0.14, 0.00, -0.02, -0.24, -0.03, 0.07, 0.07, 0.04, 0.07]
}